C34H75BN2O21P6 | wB97M-V/def2-TZVPD

As for the SMILES: CCCCCCc1cnc2c(B(C)O)cc(P(C)C)c(CC)c2n1.COP(=O)(OC)OC.COP(=O)(OC)OC.COP(=O)(OC)OC.COP(=O)(OC)OC.COP(=O)(OC)OC. The calculation puts the HOMO-LUMO gap at 5.4 eV. The value obtained for the calculated total energy is -5102.855080 Eh.

Each line ends with the Löwdin charge.
CARTESIAN COORDINATES (ANGSTROEM)
C  -0.496  2.264  5.391  -0.104
C  -1.773  2.829  6.109  -0.237
C  -3.019  2.349  5.286  -0.202
C  -3.212  3.296  4.046  -0.187
C  -3.092  2.550  2.675  -0.184
C  -1.736  2.812  1.948  -0.121
C  -1.154  1.534  1.314  -0.223
C  -0.535  1.594  0.024  -0.065
N  0.002  0.591  -0.628  0.169
C  -0.140  -0.572  0.071  -0.169
C  0.362  -1.773  -0.540  -0.061
B  1.051  -1.674  -1.973  -0.424
C  2.538  -1.205  -2.219  0.000
O  0.294  -2.003  -3.114  0.092
C  0.236  -2.991  0.064  -0.051
C  -0.380  -3.136  1.366  -0.317
P  -0.487  -4.788  2.172  0.904
C  0.505  -4.832  3.732  -0.284
C  -2.243  -5.301  2.517  -0.304
C  -0.848  -1.975  1.968  -0.160
C  -1.484  -2.031  3.380  -0.197
C  -0.493  -1.397  4.416  -0.084
C  -0.747  -0.681  1.335  -0.139
N  -1.256  0.409  1.995  0.186
H  0.247  3.064  5.242  0.070
H  -0.045  1.450  5.979  0.068
H  -0.779  1.846  4.414  0.031
H  -1.762  3.929  6.124  0.093
H  -1.823  2.487  7.153  0.096
H  -3.889  2.429  5.961  0.101
H  -2.908  1.298  4.982  0.098
H  -4.264  3.626  4.107  0.102
H  -2.573  4.187  4.114  0.104
H  -3.265  1.486  2.879  0.085
H  -3.899  2.866  1.991  0.106
H  -0.969  3.168  2.655  0.109
H  -1.935  3.522  1.133  0.095
H  -0.505  2.576  -0.468  0.107
H  2.759  -0.189  -1.843  0.065
H  3.295  -1.863  -1.748  0.072
H  2.798  -1.182  -3.294  0.054
H  0.235  -2.960  -3.228  0.104
H  0.595  -3.913  -0.407  0.104
H  0.164  -5.723  4.290  0.040
H  0.345  -3.963  4.388  0.014
H  1.566  -4.986  3.498  0.032
H  -2.911  -4.557  2.050  0.014
H  -2.460  -5.242  3.602  0.036
H  -2.445  -6.321  2.179  0.026
H  -1.820  -3.034  3.659  0.068
H  -2.352  -1.346  3.354  0.095
H  -0.794  -1.622  5.449  0.080
H  -0.516  -0.313  4.259  0.032
H  0.503  -1.808  4.179  0.068
C  6.384  -3.698  -5.820  -0.125
O  5.210  -2.903  -5.788  -0.279
P  3.940  -3.072  -6.866  0.641
O  4.352  -4.370  -7.489  -0.292
O  4.412  -1.768  -7.711  -0.263
C  5.616  -1.824  -8.461  -0.102
O  2.433  -3.056  -7.626  -0.225
C  1.474  -2.085  -7.157  -0.113
H  6.533  -4.140  -4.833  0.085
H  6.372  -4.493  -6.558  0.078
H  7.226  -3.034  -6.028  0.089
H  5.859  -2.843  -8.763  0.088
H  6.438  -1.405  -7.877  0.085
H  5.481  -1.216  -9.354  0.091
H  1.853  -1.071  -7.302  0.083
H  1.249  -2.247  -6.101  0.070
H  0.560  -2.206  -7.734  0.088
C  -8.073  -5.573  3.117  -0.120
O  -7.050  -4.957  2.350  -0.268
P  -6.795  -3.312  2.310  0.616
O  -7.660  -2.858  3.438  -0.282
O  -7.491  -3.181  0.848  -0.263
C  -8.897  -3.337  0.731  -0.103
O  -6.002  -1.847  2.082  -0.219
C  -4.839  -1.862  1.230  -0.109
H  -7.622  -6.340  3.749  0.085
H  -8.638  -4.892  3.746  0.079
H  -8.757  -6.063  2.421  0.090
H  -9.413  -3.077  1.655  0.087
H  -9.134  -4.365  0.449  0.084
H  -9.241  -2.673  -0.061  0.090
H  -5.108  -2.180  0.221  0.088
H  -4.078  -2.529  1.641  0.058
H  -4.429  -0.855  1.187  0.084
C  -2.925  5.090  -1.834  -0.104
O  -2.232  5.384  -3.037  -0.298
P  -2.764  4.922  -4.554  0.628
O  -4.153  4.479  -4.241  -0.273
O  -1.695  3.700  -4.615  -0.272
C  -1.886  2.565  -3.785  -0.094
O  -2.927  4.893  -6.226  -0.217
C  -1.874  5.509  -6.996  -0.111
H  -3.088  6.021  -1.288  0.091
H  -3.883  4.597  -1.974  0.084
H  -2.280  4.447  -1.229  0.072
H  -2.936  2.412  -3.532  0.091
H  -1.298  2.674  -2.871  0.064
H  -1.528  1.687  -4.321  0.096
H  -0.921  5.005  -6.816  0.081
H  -1.786  6.567  -6.746  0.082
H  -2.127  5.416  -8.050  0.088
C  0.529  7.054  -2.896  -0.112
O  1.569  6.419  -2.163  -0.263
P  3.056  6.048  -2.812  0.616
O  3.005  6.799  -4.100  -0.282
O  2.662  4.477  -2.946  -0.263
C  1.716  4.079  -3.929  -0.092
O  4.692  5.664  -2.886  -0.224
C  5.292  5.135  -1.688  -0.121
H  0.201  7.937  -2.343  0.090
H  0.802  7.361  -3.902  0.080
H  -0.307  6.354  -2.952  0.060
H  1.695  4.768  -4.774  0.088
H  0.722  4.011  -3.483  0.068
H  2.003  3.092  -4.288  0.095
H  4.813  4.196  -1.400  0.081
H  5.214  5.855  -0.872  0.080
H  6.344  4.946  -1.891  0.087
C  4.514  -3.190  7.182  -0.126
O  4.704  -2.048  6.363  -0.283
P  4.725  -2.083  4.682  0.676
O  4.220  -3.492  4.528  -0.299
O  6.349  -1.972  4.703  -0.267
C  7.113  -3.041  5.238  -0.101
O  4.748  -1.848  3.002  -0.236
C  4.931  -0.499  2.530  -0.123
H  3.691  -2.995  7.872  0.085
H  4.302  -4.106  6.640  0.077
H  5.425  -3.329  7.769  0.090
H  6.589  -3.994  5.160  0.089
H  7.359  -2.837  6.282  0.085
H  8.041  -3.105  4.670  0.093
H  5.893  -0.103  2.863  0.081
H  4.123  0.143  2.885  0.079
H  4.914  -0.516  1.442  0.084

Cartesian forces, eV/Å:
C -0.2 0.5 0.5
C 0.0 -1.0 -0.9
C 0.5 1.4 0.8
C -1.3 -1.1 -0.2
C 0.3 0.6 0.3
C -0.3 -1.3 -0.3
C -0.5 0.1 0.5
C 0.1 1.0 -0.5
N -0.9 0.1 1.4
C 0.7 -1.7 -0.4
C 0.3 0.1 -0.7
B -0.1 0.4 -0.4
C 0.6 0.3 -0.3
O 0.6 -0.4 0.5
C -0.4 -0.6 1.0
C -0.4 1.4 0.3
P 1.2 -1.8 -1.6
C -0.8 0.3 0.4
C -0.1 1.3 1.0
C -0.5 -0.5 1.0
C 0.3 1.5 -0.5
C -0.4 -0.6 -0.7
C -0.1 -0.4 0.6
N 0.4 0.3 -1.3
H -0.1 -0.4 0.0
H -0.1 0.3 -0.2
H 0.2 0.2 0.3
H 0.0 -0.3 0.0
H 0.0 0.1 -0.3
H 0.1 -0.1 -0.5
H 0.0 0.3 0.1
H 0.5 0.2 0.0
H -0.1 -0.3 -0.1
H 0.3 0.2 -0.2
H 0.3 -0.1 0.3
H -0.3 0.3 -0.3
H 0.5 0.1 0.4
H 0.1 -0.3 0.2
H -0.3 -0.4 0.1
H -0.4 0.2 0.0
H -0.3 -0.1 0.4
H -0.4 0.1 0.0
H 0.0 0.3 0.1
H 0.1 0.3 -0.3
H 0.3 -0.3 -0.2
H -0.3 0.3 0.0
H 0.1 -0.5 -0.1
H 0.0 -0.1 -0.4
H 0.2 0.4 -0.1
H 0.2 0.2 -0.1
H 0.1 -0.5 0.1
H 0.2 0.0 -0.3
H 0.3 -0.4 0.1
H -0.2 0.4 0.5
C 0.3 -0.8 0.5
O -2.4 1.6 1.0
P 4.7 -2.8 -6.2
O -0.5 0.0 0.7
O -1.3 0.5 0.3
C 0.5 0.1 0.2
O -0.4 1.2 3.6
C -0.2 0.2 -0.1
H 0.0 0.0 0.0
H -0.3 0.1 -0.1
H -0.2 0.2 0.0
H -0.1 0.0 0.1
H 0.0 -0.1 0.0
H -0.1 0.0 0.1
H 0.0 0.0 0.0
H -0.1 0.1 0.0
H 0.1 -0.1 0.0
C -0.1 -0.5 0.9
O 2.7 0.8 -1.0
P -7.1 2.3 0.8
O 0.9 -0.3 0.0
O 1.0 0.5 -0.3
C -0.2 -0.5 -0.1
O 2.4 -2.8 0.0
C 0.1 0.1 -0.2
H 0.0 0.0 0.0
H 0.2 0.3 -0.1
H 0.2 0.1 -0.2
H 0.1 0.0 0.1
H -0.1 0.0 0.0
H 0.1 0.0 0.0
H 0.0 0.0 0.0
H 0.1 0.1 -0.1
H -0.1 0.0 0.1
C -0.6 0.5 0.6
O 1.1 1.4 -2.2
P -3.4 -6.6 1.8
O 0.3 0.9 -0.1
O 0.3 0.5 -1.0
C 0.2 -0.1 0.6
O 1.7 3.1 1.2
C 0.2 -0.1 -0.2
H 0.0 0.0 0.0
H 0.0 0.0 -0.4
H 0.1 0.0 -0.2
H 0.0 0.2 -0.1
H 0.0 -0.1 0.1
H 0.1 0.1 -0.1
H 0.0 0.0 0.0
H 0.0 0.0 -0.1
H -0.1 -0.1 0.1
C -0.4 0.9 -0.1
O 2.1 -0.5 2.0
P -2.3 -1.5 -7.0
O 0.2 0.3 0.8
O 1.0 -0.2 0.6
C -0.6 0.0 0.2
O -1.0 1.3 3.3
C 0.1 -0.2 0.0
H 0.0 0.0 0.0
H 0.4 -0.1 0.1
H 0.3 0.0 0.2
H 0.1 0.1 0.1
H 0.0 0.1 -0.1
H 0.1 0.0 0.1
H 0.0 0.0 0.0
H 0.1 -0.1 0.0
H 0.0 0.1 -0.1
C -0.9 -0.3 0.5
O -0.2 2.8 -0.9
P 3.2 -8.3 0.1
O -0.7 0.8 -0.1
O -0.1 1.2 -0.9
C 0.1 0.0 0.6
O -1.5 3.3 1.4
C 0.2 0.0 -0.2
H 0.0 0.0 0.0
H 0.0 0.2 -0.3
H 0.1 0.2 -0.1
H -0.1 0.1 0.0
H 0.0 -0.1 0.0
H -0.1 0.1 -0.1
H 0.0 0.0 0.0
H 0.0 0.1 -0.1
H 0.0 -0.1 0.0